40 unconnected molecules or ions with the total composition H80O40 in a non-equilibrium geometry. Source: OMol25; level of theory: ωB97M-V/def2-TZVPD.

LUMO energy = -0.48 eV
Gap between HOMO and LUMO = 9.2 eV
Total energy = -3057.460759 hartree
HOMO = -9.7001 eV
Energy relative to the best compared isomer or geometry (same formula, charge and spin) = 778.7 kJ/mol

Element x y z (Å)
O -2.23797 2.39344 3.10958
O 5.23844 -1.52705 -1.57432
O -1.33679 -4.76670 3.14553
O 0.01862 -1.85335 -0.46797
O 0.27466 -4.94083 -1.00435
O -4.28758 -3.01283 2.43390
O 2.65019 -1.72022 0.18631
O -5.12130 3.07863 -0.48009
O -4.26918 2.73997 -3.31536
O 2.11091 4.99406 0.83152
O -1.57926 -2.06376 2.20098
O -5.96996 1.20388 1.14569
O 5.06621 -4.66592 -0.63616
O 1.56929 -1.58535 -2.58085
O 0.76794 2.78344 5.61284
O 3.92530 -2.64167 -3.56993
O -5.05427 1.85518 3.36745
O 5.55476 1.09067 -0.56067
O -3.76818 0.56049 -2.36378
O -0.35444 6.72724 0.45483
O -2.63907 -1.34339 0.04096
O -0.25602 -0.18043 -6.48744
O -2.40562 -1.68387 -2.52358
O -2.73350 4.71823 -1.04320
O 0.41400 0.75209 -0.48152
O 1.58271 2.41669 1.15142
O 0.44171 -3.24851 -5.30368
O 4.28097 2.21908 3.91699
O 4.33699 2.97754 1.47282
O 0.26656 3.46251 3.26994
O -3.80966 -3.93377 -3.16844
O 2.75875 -2.65332 3.49619
O 5.03090 -0.90092 1.39030
O -2.97029 1.34023 0.60288
O -0.08020 0.62669 -3.60399
O 3.56544 0.58337 -2.08387
O -0.41045 0.40760 4.59890
O 1.62918 -4.37321 -3.05581
O -1.47069 4.92023 -3.48676
O -0.23440 -2.91008 4.73695
H -3.74121 3.48618 -3.63135
H 3.68982 -2.55106 3.70316
H -2.25929 3.90944 -0.81502
H -3.81467 1.44678 -2.00618
H -0.25686 -2.74447 -4.87222
H -1.90921 -2.71376 2.85637
H 0.71683 0.21289 -3.24720
H 4.26764 0.64965 -1.36555
H 1.41542 1.99343 1.99696
H 4.67549 -1.94423 -2.28654
H 6.07327 0.34083 -0.27621
H 4.96924 -3.70423 -0.68595
H -4.95848 1.05186 2.88525
H -4.17321 3.23685 -0.36418
H -4.36746 2.24768 -4.13018
H 0.40252 -0.54704 -5.88543
H -0.00507 -0.11900 -0.36564
H 3.42526 -3.46673 -3.53228
H -3.46776 -4.81388 -3.08960
H 0.82119 1.85467 5.32654
H -3.43039 -3.26063 -2.59668
H 1.18946 -4.54343 -3.91224
H 0.83446 3.82264 3.94855
H -0.02105 -3.86105 -5.88534
H -2.37055 1.47297 1.36851
H 3.35288 -1.92938 -3.87070
H -0.06189 -4.43168 -1.74160
H -2.82612 -1.80458 0.87378
H 4.33732 3.89921 1.75824
H 0.44464 -3.05884 4.06705
H -1.75687 -5.00334 2.31618
H 4.22029 -4.96513 -0.96468
H -0.05083 2.59205 3.49298
H 5.89681 -1.11940 1.01966
H -1.92886 2.59496 4.00903
H 3.35839 2.45788 3.94507
H -3.72680 1.68468 1.09211
H 0.43179 6.61006 -0.08324
H -0.59741 -3.75205 4.99971
H -1.74404 -1.03712 -2.79842
H 1.28175 -0.86408 -2.02268
H 1.85187 -1.19288 0.25042
H 0.26895 0.95366 -4.44014
H 0.19556 1.30973 -1.22984
H -5.51854 1.93566 0.66471
H -2.12575 3.31400 2.81910
H -1.24932 -5.56714 3.66746
H 0.65171 -4.29555 -0.39829
H -0.52954 -2.00551 -1.24309
H -0.75067 -2.12393 2.71661
H 1.57712 4.23266 1.13489
H -4.68395 -3.86212 2.25166
H -0.98649 -0.71112 -6.13628
H 2.18167 4.73536 -0.09680
H -0.16571 6.26048 1.27540
H 2.59801 -3.46358 3.00586
H -4.23454 0.00171 -1.73377
H -2.59139 -0.38597 0.21497
H -1.39449 5.47194 -2.69352
H -0.97624 -0.05413 5.22884
H -5.58467 0.33117 1.12959
H -4.85976 -2.28972 2.18590
H 3.14359 -1.50138 0.98774
H 0.35517 2.59196 6.46726
H 4.65776 2.48142 3.03468
H -0.61188 -1.86660 0.27941
H 6.06705 -1.71394 -2.04086
H 3.38115 -0.33382 -1.83344
H -5.03200 2.72664 3.00582
H -2.54678 5.30478 -0.29817
H -5.20502 2.65799 -1.34917
H -0.67557 5.26968 -3.90894
H -1.05585 0.55902 3.89497
H 5.30147 1.62738 0.20644
H 1.56549 -2.34275 -1.98729
H 1.91785 -5.25199 -2.78898
H -3.10188 -1.46223 -3.14756
H 3.37706 2.91628 1.26964
H 1.37742 1.75506 0.45797
H 4.58007 -1.18797 0.57256